Molecular formula: C4H7ClN3
Method: DFT, ωB97M-V/def2-TZVPD

```
15
Properties=species:S:1:pos:R:3:lowdin_charge:R:1
C -1.376 0.304 -0.597 0.03
C -0.626 1.410 -0.869 -0.17
N 0.506 1.127 -1.527 0.10
C 1.456 0.296 -1.180 -0.02
N 1.234 -0.413 0.056 0.04
C 0.275 -0.198 0.961 -0.75
N -0.311 -1.345 1.481 0.15
Cl 0.514 1.121 2.067 0.82
H -2.402 0.357 -0.207 0.11
H -1.171 -0.652 -0.874 0.05
H -0.817 2.391 -0.597 0.12
H 2.275 0.079 -1.827 0.14
H 1.815 -1.194 -0.086 0.15
H -0.682 -1.274 2.399 0.10
H -0.688 -2.010 0.799 0.14
```

Properties
Molecular weight   132.57 g mol⁻¹
SMILES string   C=C/N=C\NC(=[NH2+])Cl
Relative energy (zero: lowest compared OMol25 entry of this formula, charge and spin)   54.3 kcal per mole
Calculated total energy   -21244.5169 eV
Kohn-Sham gap (spin up / spin down)   8.016 / 8.016 eV
Charge   +1
Strongest force on any atom   0.126 hartree/bohr



Molecular formula: C20H29FeN9O7SSe2
Method: DFT, ωB97M-V/def2-TZVPD

```
69
Properties=species:S:1:pos:R:3:mulliken_spin:R:1
Fe 0.098 0.165 0.365 3.66
O -4.601 3.035 3.329 0.00
C -3.202 2.884 3.581 0.01
C -2.429 2.614 2.279 0.01
C -2.709 3.786 1.326 -0.01
O -2.177 3.626 0.027 0.04
C -0.962 2.546 2.723 0.02
Se 0.441 2.407 1.350 0.20
C -2.985 1.297 1.724 0.00
Se -2.381 0.677 -0.029 0.90
H -5.066 2.952 4.165 0.00
H -3.023 2.049 4.266 0.00
H -2.806 3.796 4.043 0.00
H -2.322 4.702 1.797 0.01
H -3.787 3.902 1.207 0.00
H -1.229 3.387 0.132 -0.01
H -0.808 1.701 3.395 -0.01
H -0.726 3.462 3.268 0.01
H -4.066 1.382 1.642 -0.02
H -2.738 0.480 2.404 -0.01
N -2.591 -3.623 -1.917 0.00
N -1.356 -3.007 -1.949 0.00
N -0.228 -3.673 -1.795 0.00
C 0.643 -2.688 -1.733 0.00
N 0.061 -1.476 -1.854 0.01
N -1.213 -1.705 -1.997 0.01
H -2.995 -3.603 -2.845 0.00
H -3.172 -3.097 -1.273 0.00
H 1.696 -2.824 -1.563 0.00
O 1.004 0.017 4.106 0.01
C 0.428 -0.868 3.507 0.01
N -0.545 -0.697 2.556 0.02
S -1.194 -2.097 2.106 0.01
O -1.022 -2.293 0.674 0.01
O -2.548 -2.276 2.579 0.00
C -0.103 -3.156 3.018 0.00
C -0.027 -4.533 3.091 0.00
C 0.938 -5.071 3.932 0.00
C 1.783 -4.245 4.672 0.00
C 1.681 -2.863 4.589 0.00
C 0.722 -2.330 3.749 0.00
H -0.685 -5.162 2.507 0.00
H 1.038 -6.147 4.010 0.00
H 2.535 -4.690 5.311 0.00
H 2.335 -2.204 5.143 0.00
C 2.885 0.158 -2.482 0.00
N 1.898 0.789 -3.335 0.00
C 2.223 0.860 -4.743 0.00
C 0.970 1.057 -5.570 0.00
C 0.242 2.270 -5.026 0.00
N -0.030 2.087 -3.617 0.00
C -1.170 2.791 -3.064 0.00
C 0.817 1.415 -2.776 0.00
O 0.595 1.380 -1.567 0.02
H 3.083 -0.854 -2.844 0.00
H 2.520 0.096 -1.463 0.01
H 3.825 0.721 -2.494 0.00
H 2.728 -0.068 -5.020 0.00
H 2.929 1.681 -4.938 0.00
H 0.326 0.180 -5.469 0.00
H 1.221 1.192 -6.623 0.00
H -0.712 2.417 -5.537 0.00
H 0.843 3.174 -5.197 0.00
H -2.067 2.544 -3.637 0.00
H -1.022 3.875 -3.087 0.00
H -1.319 2.494 -2.032 0.02
O 3.475 -2.268 1.598 0.01
C 2.666 -1.562 1.071 0.02
N 1.886 -0.872 0.503 0.05
```

Properties
Molecular weight   753.34 g mol⁻¹
Relative energy (zero: lowest compared OMol25 entry of this formula, charge and spin)   27.6 kcal per mole
Calculated total energy   -224870.9719 eV
Multiplicity   6
Kohn-Sham gap (spin up / spin down)   6.736 / 5.642 eV
<S²>   8.77
Charge   -1
Strongest force on any atom   0.014 hartree/bohr



Question: What is the strongest force on any atom in the first record?
Answer: 0.126 hartree/bohr